(1)
Computed, not measured: a cluster of 2 separate species, C2H3F2OP in total, with the ωB97M-V functional and the def2-TZVPD basis.

```
9
Properties=species:S:1:pos:R:3
P 0.44865 1.12137 -1.25133
C -0.74914 0.13383 -0.30339
H -0.37307 -1.48890 1.84568
C 0.14608 -0.72845 1.38094
F -1.67953 0.94654 0.19542
H 1.61679 0.92072 -0.40059
O 1.18690 -0.28941 1.76110
F -1.34984 -0.78996 -1.06065
H 0.75317 0.17425 -2.16717
```

Calculated values
Kohn-Sham gap	9.64	eV
total energy	-694.22390	Eh
HOMO	-9.07	eV
energy above the lowest of the compared OMol25 structures with the same formula, charge and spin	118.0	kcal/mol
molar mass	112.0	g mol⁻¹
total charge	0

---

(2)
Computed, not measured: a cluster of 2 separate species, C2H3F3N2 in total, with the ωB97M-V functional and the def2-TZVPD basis.

```
10
Properties=species:S:1:pos:R:3
H 0.58220 0.14077 1.66296
C 0.48030 -0.24902 0.62487
C -1.57479 0.08281 0.09015
F -1.67102 0.91285 -0.99118
F -2.06261 -1.11455 -0.27860
N 1.54130 0.09285 -0.14310
F -2.35864 0.59928 1.08462
N 1.76803 0.36695 -1.31945
H 0.43245 -1.34396 0.77908
H 2.86279 0.51202 -1.50936
```

Calculated values
Kohn-Sham gap	8.80	eV
total energy	-486.97932	Eh
HOMO	-8.82	eV
energy above the lowest of the compared OMol25 structures with the same formula, charge and spin	91.4	kcal/mol
molar mass	112.1	g mol⁻¹
total charge	0